The following is a DFT calculation (the ωB97M-V functional and the def2-TZVPD basis) of one molecule with the formula C2H4N2S at a distorted geometry.

```
9
C2H4N2S | the Open Molecules 2025 dataset | the ωB97M-V functional and the def2-TZVPD basis
C 1.10085 -1.21446 0.07841
N 1.10856 -0.01411 -0.15910
N 0.17377 0.90152 0.02989
C -1.15585 0.75169 -0.01515
S -1.97846 -0.67768 -0.01925
H 0.10002 -1.64773 0.00901
H 1.99779 -1.64541 -0.05840
H 0.38721 1.81884 0.31911
H -1.73388 1.72734 -0.18452
```

Properties
Relative energy (zero: lowest compared OMol25 entry of this formula, charge and spin) = 56.1 kcal per mole
Highest occupied orbital energy = -8.4268 eV
HOMO-LUMO gap = 8.65 eV
Net charge = 0
2S+1 = 1
SMILES = C=NNC=S
LUMO = 0.22 eV